# 1
This record from the OMol25 dataset describes C17H30F5MnNOP2 as an isolated structure in a non-equilibrium geometry. The level of theory is ωB97M-V with the def2-TZVPD basis set.

Properties
HOMO-LUMO gap (spin up / spin down) in eV: 6.12 / 6.94
Spin multiplicity: 4
Total charge: 0
Lowest unoccupied orbital energy (spin up / spin down) in eV: -0.756 / -0.351

Atoms and positions in Å:
Mn  -0.034  -0.181  0.226
P  -2.021  1.487  0.254
P  2.210  -1.332  0.006
N  0.009  0.157  -1.491
H  -0.278  1.513  2.837
C  -1.608  3.267  0.136
H  -2.515  3.880  0.235
H  -1.140  3.461  -0.836
H  -0.904  3.538  0.932
C  -3.150  1.445  1.683
H  -3.956  2.175  1.549
H  -2.586  1.683  2.590
H  -3.576  0.440  1.777
C  -3.139  1.233  -1.175
H  -4.070  1.788  -1.038
H  -3.359  0.165  -1.279
H  -2.640  1.577  -2.086
C  3.668  -0.237  -0.147
H  4.594  -0.830  -0.176
H  3.696  0.438  0.718
H  3.586  0.362  -1.062
C  2.667  -2.375  1.427
H  3.647  -2.835  1.249
H  1.908  -3.151  1.575
H  2.715  -1.745  2.323
C  2.297  -2.426  -1.455
H  3.203  -3.039  -1.418
H  2.304  -1.809  -2.360
H  1.410  -3.071  -1.474
C  -0.271  -0.132  -2.739
C  -0.188  0.523  -5.103
C  0.127  0.776  -3.784
C  -0.975  -1.325  -3.130
C  -1.272  -1.561  -4.460
C  -0.887  -0.647  -5.458
H  0.114  1.239  -5.868
H  0.679  1.667  -3.474
H  -1.273  -2.036  -2.353
H  -1.812  -2.470  -4.729
H  -1.129  -0.843  -6.510
C  0.807  1.314  2.770
O  1.018  0.606  1.587
C  1.538  2.651  2.721
H  1.966  2.905  3.698
H  0.848  3.448  2.430
H  2.364  2.645  2.000
C  1.252  0.456  3.943
H  2.341  0.314  3.900
H  0.795  -0.538  3.927
H  0.988  0.931  4.897
F  -0.730  -3.053  0.246
C  -1.217  -1.891  0.826
F  -2.522  -1.720  0.364
C  -1.341  -2.151  2.321
F  -2.202  -3.165  2.593
F  -0.142  -2.476  2.892
F  -1.813  -1.043  2.973

=====

# 2
This record from the OMol25 dataset describes a 3-piece molecular cluster, C17H30F6N5O7 overall in a non-equilibrium geometry. The level of theory is ωB97M-V with the def2-TZVPD basis set.

Properties
HOMO-LUMO gap in eV: 9.43
Total charge: +1
Lowest unoccupied orbital energy in eV: -2.882

Atoms and positions in Å:
N  6.913  -1.835  3.049
C  5.781  -2.615  3.525
C  4.761  -2.919  2.408
O  4.816  -2.003  1.347
C  3.302  -3.001  2.990
N  2.567  -1.782  2.656
C  2.353  -0.858  3.512
N  2.784  -0.903  4.834
C  2.761  0.513  5.264
C  1.476  0.996  4.567
N  1.494  2.433  4.530
N  1.706  0.300  3.296
C  0.710  0.390  2.221
C  1.015  1.601  1.334
O  0.146  1.602  0.207
C  0.569  0.759  -0.771
O  1.624  0.774  -1.231
H  6.662  -0.876  2.850
H  7.626  -1.816  3.764
H  6.189  -3.574  3.820
H  5.312  -2.193  4.419
H  4.972  -3.892  1.987
H  4.922  -1.105  1.674
H  2.788  -3.881  2.642
H  3.401  -3.116  4.057
H  2.244  -1.652  1.710
H  2.061  -1.389  5.366
H  3.550  0.962  4.669
H  2.844  0.651  6.323
H  0.672  0.621  5.197
H  2.111  2.704  3.773
H  0.570  2.812  4.359
H  0.766  -0.470  1.564
H  -0.308  0.447  2.591
H  2.058  1.595  1.034
H  0.841  2.528  1.858
H  -0.166  0.026  -1.121
C  -0.276  2.826  -3.471
C  -1.243  3.593  -2.591
O  -2.276  4.205  -3.380
C  -3.289  3.412  -3.705
O  -3.407  2.264  -3.390
C  -4.330  4.197  -4.519
F  -3.747  4.952  -5.460
F  -5.033  5.007  -3.710
F  -5.185  3.367  -5.121
H  0.129  3.476  -4.247
H  0.548  2.429  -2.884
H  -0.774  1.996  -3.973
H  -0.726  4.405  -2.084
H  -1.682  2.957  -1.822
C  -5.494  -0.356  -4.914
C  -5.597  -0.943  -3.524
O  -5.737  -2.377  -3.568
C  -4.614  -3.069  -3.699
O  -3.508  -2.618  -3.780
C  -4.929  -4.572  -3.684
F  -5.986  -4.861  -4.456
F  -5.208  -4.976  -2.430
F  -3.888  -5.283  -4.123
H  -6.344  -0.662  -5.524
H  -5.469  0.731  -4.862
H  -4.592  -0.699  -5.421
H  -6.492  -0.571  -3.028
H  -4.743  -0.666  -2.908

=====

| no. | E (hartree) |
| --- | --- |
| 1 | -3128.75753 |
| 2 | -2065.19882 |